# 1
{"formula": "C39H48BrN4NaO2Se3Te", "method": "ωB97M-V/def2-TZVPD", "charge": -2, "max_force_ev_per_a": 0.30, "lumo_energy_ev": [3.31, 3.40], "homo_energy_ev": [-0.9464, -1.5326], "relative_energy_kj_mol": 1.9, "homo_lumo_gap_ev": [4.26, 4.93], "symbols": ["Te", "Br", "Se", "Se", "Se", "Na", "O", "O", "N", "N", "N", "N", "C", "C", "C", "C", "C", "C", "C", "C", "C", "C", "C", "C", "C", "C", "C", "C", "C", "C", "C", "C", "C", "C", "C", "C", "C", "C", "C", "C", "C", "C", "C", "C", "C", "C", "C", "C", "C", "C", "C", "H", "H", "H", "H", "H", "H", "H", "H", "H", "H", "H", "H", "H", "H", "H", "H", "H", "H", "H", "H", "H", "H", "H", "H", "H", "H", "H", "H", "H", "H", "H", "H", "H", "H", "H", "H", "H", "H", "H", "H", "H", "H", "H", "H", "H", "H", "H", "H"], "positions_angstrom": [[4.91863, 3.44144, -0.25387], [-2.08841, 2.33183, -7.09894], [3.46231, -0.00348, -1.38241], [3.79598, 1.38851, 0.50398], [4.24251, 1.08016, -3.16717], [-0.18408, -0.52234, -2.28525], [-2.06600, 0.63719, -1.64122], [0.78375, -2.50680, -1.63045], [-0.48598, -0.78798, -0.03460], [0.02107, -0.23792, -4.68922], [2.13463, 5.51715, -5.18003], [0.65245, 1.86304, -2.48896], [-0.92522, 0.52451, -5.23312], [-3.08249, 2.07193, 4.49706], [-5.07021, 3.37238, 0.00637], [-2.82902, 0.67903, 2.42740], [0.66116, 2.31670, -1.23250], [2.08180, -2.16005, 2.29407], [1.48156, -2.19328, 4.72830], [-4.70002, 0.22205, 4.03454], [1.44091, 4.00301, -3.20351], [-3.09153, 3.46654, -1.47131], [1.04533, 2.68975, -3.44385], [2.80064, -4.37006, -0.78214], [-4.05548, 2.50996, -0.74804], [2.60691, -3.13067, 1.43237], [1.03679, -1.38505, 1.81771], [1.22566, -0.26234, -5.25499], [-2.26765, 0.71158, -0.38996], [3.08493, -0.47873, 3.87006], [1.83847, 4.83996, -4.29795], [0.52072, -1.52640, 0.52208], [1.69444, -5.31293, -1.28449], [-3.51612, 1.53093, 1.53597], [-2.37354, -0.28893, 4.73021], [-1.45579, -0.08422, 0.54920], [1.06988, 3.59743, -0.88992], [-1.81688, -0.10104, 1.92495], [-0.69407, 1.27103, -6.37579], [2.60338, -1.92789, 3.71265], [-3.23451, 0.66399, 3.90144], [0.55540, 1.25862, -6.96906], [3.77596, -2.85009, 4.05399], [1.47038, 4.45834, -1.88981], [3.84244, -5.22845, -0.05941], [-4.82932, 1.68067, -1.78478], [1.53860, 0.47759, -6.38741], [3.49679, -3.71560, -1.98461], [1.14912, -2.45697, -0.40587], [2.17967, -3.30336, 0.12318], [-3.26894, 1.57921, 0.18037], [-2.56871, 4.09375, -0.74433], [1.13348, -3.22582, 4.64780], [-2.04485, 2.40302, 4.42294], [4.68901, -4.63065, 0.28640], [2.11229, -6.06268, -1.96634], [-2.69761, -0.26396, 5.77453], [3.90660, -4.48493, -2.64940], [4.31973, -3.07997, -1.64917], [4.12230, -2.64435, 5.07106], [-1.32091, -0.00190, 4.69605], [-5.01183, 0.21995, 5.08440], [-3.70272, 2.79704, 3.96823], [2.78783, -3.10312, -2.53838], [2.54411, 0.45787, -6.78415], [3.48518, -3.90193, 4.00276], [3.44662, -0.30052, 4.88863], [1.98100, -0.86319, -4.76270], [-1.87957, 0.55805, -4.71923], [-5.56275, 1.04283, -1.28366], [2.28208, 0.23128, 3.66739], [-4.14044, 1.05085, -2.34433], [-4.28694, 2.17325, 1.94292], [-1.29773, -0.79342, 2.56955], [0.75587, 1.86241, -7.84376], [0.34040, 1.61606, -0.46990], [3.41216, -5.74908, 0.79993], [-5.36321, 2.33968, -2.47805], [-2.35420, 2.90220, -2.03804], [1.83180, -2.02012, 5.75173], [-5.36328, 0.88931, 3.48211], [0.64212, -0.59168, 2.43994], [-4.58523, 3.99865, 0.75876], [4.22569, -5.98186, -0.75371], [1.10595, 3.89212, 0.14877], [3.40599, -3.76070, 1.79425], [-3.64564, 4.12161, -2.15245], [1.23448, -5.83548, -0.44087], [-3.37548, 2.07775, 5.55218], [1.06548, 2.30770, -4.45689], [0.92815, -4.74067, -1.80412], [-4.82807, -0.78461, 3.63131], [1.82281, 5.45570, -1.66533], [3.89474, -0.26613, 3.17007], [4.61378, -2.69204, 3.37227], [-2.45588, -1.31730, 4.37381], [0.62749, -1.53992, 4.54485], [-5.57752, 4.03017, -0.70494], [-5.83164, 2.76480, 0.50186]], "atomic_forces_ev_per_a": [[0.01, 0.05, -0.03], [0.02, -0.01, 0.01], [-0.02, -0.01, -0.05], [-0.03, -0.01, 0.05], [0.01, -0.01, 0.01], [-0.02, -0.16, -0.03], [0.02, 0.08, -0.05], [0.01, 0.05, -0.01], [0.26, -0.02, -0.06], [-0.02, -0.03, -0.19], [0.00, -0.01, -0.01], [0.05, 0.09, 0.09], [0.01, -0.02, 0.07], [0.00, -0.01, 0.00], [0.00, -0.02, 0.00], [-0.04, 0.05, 0.04], [0.01, -0.01, -0.04], [-0.04, 0.02, -0.02], [0.00, -0.01, -0.03], [0.02, 0.00, -0.01], [-0.02, -0.05, 0.05], [-0.01, -0.05, 0.06], [0.01, 0.02, -0.03], [-0.05, -0.04, -0.05], [0.02, -0.01, -0.03], [0.00, 0.02, -0.02], [0.02, 0.04, 0.05], [0.00, 0.01, 0.07], [0.00, -0.04, 0.17], [0.01, -0.02, 0.00], [-0.01, 0.02, 0.01], [-0.12, 0.02, 0.05], [0.01, 0.00, 0.00], [0.01, 0.03, 0.02], [0.00, 0.00, -0.01], [-0.25, 0.13, 0.10], [0.01, -0.03, 0.04], [0.04, -0.06, -0.07], [-0.05, 0.02, 0.00], [0.05, -0.02, 0.04], [-0.03, 0.02, -0.01], [0.03, 0.00, -0.03], [-0.02, 0.01, 0.00], [0.05, 0.08, -0.01], [-0.01, 0.03, 0.00], [0.00, -0.01, -0.01], [0.01, -0.02, -0.02], [0.01, 0.00, 0.00], [0.03, -0.08, -0.12], [0.01, 0.03, 0.07], [0.01, -0.04, -0.10], [0.01, 0.00, -0.01], [-0.01, 0.00, 0.01], [0.00, 0.00, 0.00], [0.01, -0.01, 0.00], [0.01, 0.00, 0.00], [0.00, 0.00, 0.00], [-0.01, -0.01, 0.00], [0.00, 0.00, -0.01], [0.00, 0.01, 0.00], [0.00, 0.00, 0.00], [0.00, 0.00, 0.00], [0.00, 0.00, 0.01], [0.01, 0.01, 0.00], [0.00, 0.00, 0.00], [0.01, -0.01, 0.00], [0.00, -0.01, 0.01], [-0.01, 0.00, 0.02], [-0.01, 0.01, -0.02], [-0.01, -0.01, 0.00], [0.01, 0.01, -0.01], [-0.03, 0.01, 0.01], [-0.01, 0.00, 0.02], [0.01, 0.00, -0.02], [0.00, 0.00, 0.00], [0.00, 0.00, 0.00], [0.00, 0.00, 0.01], [-0.01, 0.02, 0.00], [0.04, -0.01, -0.03], [0.00, 0.00, 0.00], [-0.01, 0.00, 0.00], [0.00, -0.01, -0.01], [-0.01, 0.02, 0.00], [0.00, 0.00, 0.00], [0.01, 0.00, 0.00], [0.01, -0.01, 0.02], [0.00, -0.02, 0.00], [0.00, -0.01, 0.00], [0.00, 0.00, 0.00], [-0.01, -0.01, 0.00], [0.00, -0.01, 0.00], [-0.01, 0.00, 0.00], [0.00, 0.00, 0.01], [-0.01, 0.01, 0.00], [0.01, 0.00, 0.00], [0.00, 0.00, 0.00], [-0.01, 0.00, 0.01], [0.00, 0.00, 0.00], [0.00, -0.01, 0.01]]}

---

# 2
{"formula": "C4H6ORb", "method": "ωB97M-V/def2-TZVPD", "charge": 1, "max_force_ev_per_a": 2.56, "lumo_energy_ev": -3.99, "homo_energy_ev": -11.5636, "relative_energy_kj_mol": 45.3, "homo_lumo_gap_ev": 7.57, "symbols": ["Rb", "O", "C", "C", "C", "C", "H", "H", "H", "H", "H", "H"], "positions_angstrom": [[0.47652, -3.47588, -4.42993], [0.02200, -1.05741, -1.89130], [0.47555, -0.15269, -1.21299], [-0.28733, 0.01060, 2.10149], [0.25387, 0.76267, 1.11724], [-0.33583, 0.64315, -0.25403], [-1.32110, 0.06162, 0.00008], [-0.45046, 1.64340, -0.70781], [-1.36871, -0.11582, 2.20749], [0.69955, 1.73113, 1.35889], [1.54755, 0.11784, -1.30166], [0.28841, -0.16860, 3.01253]], "atomic_forces_ev_per_a": [[-0.06, 0.23, 0.26], [0.39, 0.25, 0.04], [-0.01, -0.73, -0.32], [0.70, 1.00, 0.82], [-1.23, 0.42, 0.16], [-2.24, -0.40, 1.16], [1.34, 1.19, -1.39], [-0.38, -0.32, -0.01], [0.34, -1.47, -0.91], [1.72, -0.95, 0.02], [-0.16, 0.02, 0.01], [-0.41, 0.76, 0.15]]}